Entry 1:
The following is a DFT calculation (wB97M-V/def2-TZVPD) of C2H3N3 in the gas phase in a non-equilibrium geometry.

```
8
C2H3N3 wB97M-V/def2-TZVPD
H 2.02615 0.47828 0.90913
N 1.46165 0.14999 0.09880
C 0.27619 -0.08659 0.19711
C -0.60032 -0.90051 -1.20686
N 0.20597 -1.31202 -2.41831
N -0.02037 -2.10441 -1.51058
H -0.54121 0.12304 0.89489
H -1.62948 -0.80118 -0.91475
```

Output
energy relative to the best compared isomer or geometry (same formula, charge and spin)	96.6	kcal/mol
charge	0


Entry 2:
The following is a DFT calculation (wB97M-V/def2-TZVPD) of a molecular structure, C6H14AlO3 in a non-equilibrium geometry.

```
24
C6H14AlO3 wB97M-V/def2-TZVPD
H 0.27266 2.30907 -1.15577
C 3.19040 1.06030 0.54935
O 2.04205 0.38014 0.06008
C 2.21983 -1.01343 -0.22483
C 0.90528 -1.52924 -0.67303
O -0.05291 -1.42023 0.27108
C -1.40236 -1.72823 -0.07430
C -2.26130 -0.58699 0.40972
O -1.77464 0.63326 -0.14808
C -2.65647 1.73707 0.06580
H 2.87938 2.08431 0.77960
H 3.55284 0.55989 1.45765
H 3.97511 1.06640 -0.21914
H 2.55822 -1.51019 0.70129
H 2.97402 -1.13285 -1.01506
H 0.73436 -2.12615 -1.57033
H -1.68798 -2.65249 0.44184
H -1.51120 -1.86360 -1.15863
H -2.23316 -0.51613 1.50748
H -3.29796 -0.74652 0.08071
H -2.19964 2.61619 -0.40160
H -3.62700 1.52258 -0.39970
H -2.78382 1.91421 1.14262
Al 0.18431 0.94263 -0.42672
```

Output
2S+1	2
energy relative to the best compared isomer or geometry (same formula, charge and spin)	0.0	kcal/mol
charge	+2


Entry 3:
The following is a DFT calculation (wB97M-V/def2-TZVPD) of 8 unconnected molecules or ions with the total composition C38H68INO18S7 in a non-equilibrium geometry.

```
133
C38H68INO18S7 wB97M-V/def2-TZVPD
C 1.25272 8.94341 7.55579
C 0.07154 8.45343 8.35371
O -0.62145 9.19275 8.99692
N -0.16854 7.03750 8.27944
C -1.47215 6.68261 8.86356
C 0.90471 6.30808 8.86810
C 1.53464 5.27157 8.31708
C 1.34991 4.54269 7.02833
C 1.22731 5.45156 5.80451
C 2.58905 5.85935 5.24171
I 0.15151 4.35163 4.27936
C 2.56914 4.82385 9.30666
O 3.34412 3.93017 9.21620
O 2.50444 5.65155 10.40423
C 1.51134 6.58802 10.20947
O 1.25906 7.43961 10.99448
H 1.41997 8.33915 6.66714
H 1.08420 9.98461 7.29996
H 2.15384 8.88122 8.17114
H -1.59686 5.60228 8.86315
H -2.24788 7.09546 8.21956
H -1.62372 7.10072 9.85870
H 2.19292 3.86807 6.88224
H 0.45887 3.91987 7.12975
H 0.60977 6.32194 5.98909
H 2.94385 6.76231 5.74786
H 3.32449 5.07955 5.44067
H 2.57148 6.02900 4.16942
O 4.05992 1.00241 2.21890
S 3.55456 2.34280 2.02962
O 3.53337 3.27737 3.13232
C 4.37110 3.09098 0.63260
C 3.51059 2.70216 -0.56637
C 2.05974 2.89506 -0.10853
C 1.92577 2.24861 1.27584
H 5.39314 2.72105 0.57625
H 4.36875 4.16697 0.79055
H 3.74325 3.31299 -1.43685
H 3.68096 1.65792 -0.83275
H 1.84302 3.96407 -0.03456
H 1.35595 2.46514 -0.80598
H 1.21657 2.77317 1.91188
H 1.65435 1.19607 1.20761
O 0.05215 0.30264 -4.14512
S 1.18528 0.14707 -3.26641
O 1.70561 1.28113 -2.53344
C 0.87146 -1.20413 -2.13904
C 1.39569 -2.43355 -2.86972
C 2.73346 -2.01225 -3.49075
C 2.51805 -0.65354 -4.17065
H -0.19270 -1.24880 -1.91803
H 1.43820 -1.00846 -1.22789
H 1.51263 -3.27222 -2.19912
H 0.69438 -2.72691 -3.65119
H 3.48591 -1.91534 -2.70500
H 3.09685 -2.75217 -4.20202
H 3.39843 -0.01671 -4.12792
H 2.18950 -0.76114 -5.20259
O 5.01476 6.00183 0.19022
S 4.89827 7.39387 0.55781
O 3.62337 7.95444 0.92027
C 6.10147 7.74341 1.83452
C 7.35625 8.14664 1.06701
C 6.87939 9.06735 -0.06515
C 5.66808 8.39412 -0.72321
H 6.22762 6.86000 2.45646
H 5.71290 8.56953 2.42941
H 8.07651 8.64150 1.71645
H 7.83548 7.25982 0.64700
H 6.58465 10.03311 0.34966
H 7.66664 9.25119 -0.79451
H 4.93578 9.10960 -1.08798
H 5.96282 7.72346 -1.52798
O 1.25075 -5.57824 -2.71882
S -0.02460 -5.57054 -2.03699
O -0.83318 -4.37504 -1.99028
C -1.00312 -6.93353 -2.64316
C -0.62932 -8.10001 -1.73729
C -0.58666 -7.52326 -0.31450
C 0.20615 -6.21189 -0.37453
H -0.77256 -7.10283 -3.69279
H -2.05083 -6.66743 -2.52572
H -1.34879 -8.91230 -1.82593
H 0.35450 -8.48830 -2.01166
H -1.60195 -7.32077 0.02766
H -0.13950 -8.21396 0.39354
H -0.15676 -5.47393 0.33647
H 1.27234 -6.37438 -0.22772
O -3.86081 -7.66957 -3.91703
S -4.33592 -6.31069 -4.04280
O -4.33989 -5.42508 -2.90417
C -3.49261 -5.52965 -5.41046
C -4.36565 -5.83938 -6.62272
C -5.81069 -5.63365 -6.15826
C -5.96522 -6.33767 -4.80179
H -2.48144 -5.92391 -5.48279
H -3.46407 -4.45952 -5.20321
H -4.12745 -5.20059 -7.46348
H -4.21996 -6.87800 -6.93086
H -6.00699 -4.56589 -6.04464
H -6.52377 -6.01910 -6.88426
H -6.66128 -5.82745 -4.14068
H -6.25664 -7.38040 -4.91262
O -5.27461 -4.08565 -8.74874
S -4.28874 -3.19026 -9.30840
O -2.97459 -3.66224 -9.65794
C -5.02873 -2.34792 -10.70248
C -5.68030 -1.11197 -10.08993
C -4.66700 -0.56000 -9.07784
C -4.15827 -1.74413 -8.24634
H -5.72951 -3.01897 -11.19334
H -4.22339 -2.07902 -11.38551
H -5.93229 -0.37755 -10.85307
H -6.60211 -1.39381 -9.57655
H -3.83338 -0.09920 -9.61065
H -5.10790 0.20281 -8.43856
H -3.12012 -1.62816 -7.94518
H -4.78039 -1.92297 -7.37103
O -1.02706 -7.78707 2.65420
S -2.01862 -8.05113 3.66884
O -2.02054 -9.29592 4.39099
C -2.03612 -6.67981 4.81875
C -3.04047 -5.70022 4.21986
C -4.22490 -6.55149 3.74223
C -3.64887 -7.74537 2.97092
H -1.02943 -6.27915 4.91072
H -2.37628 -7.06504 5.77951
H -3.34682 -4.95122 4.94824
H -2.59175 -5.17985 3.37087
H -4.78934 -6.90799 4.60599
H -4.90851 -5.97812 3.11824
H -4.24633 -8.64625 3.08346
H -3.51595 -7.51955 1.91433
```

Output
charge	0
E	-162799.5886	eV


Entry 4:
The following is a DFT calculation (wB97M-V/def2-TZVPD) of a molecular structure, C4H9NO2 in a non-equilibrium geometry.

```
16
C4H9NO2 wB97M-V/def2-TZVPD
C -0.22757 0.55650 -0.91137
C 1.02841 0.41719 -1.71464
C 0.04295 0.14324 1.93076
C -0.22548 -0.57224 0.63007
O -1.31642 0.13504 -1.57115
O -2.37687 0.08081 -0.64371
N 0.18227 -1.73519 0.33668
H -1.71568 -0.52412 0.13602
H -0.38407 1.50357 -0.39141
H 0.67032 -2.20221 1.10640
H 1.00134 1.09110 -2.57308
H 1.88637 0.67161 -1.09462
H 1.11724 -0.60591 -2.07363
H -0.17818 1.21059 1.85808
H 1.08740 0.06498 2.24171
H -0.59203 -0.23496 2.73389
```

Output
energy relative to the best compared isomer or geometry (same formula, charge and spin)	148.6	kcal/mol
charge	0


Entry 5:
The following is a DFT calculation (wB97M-V/def2-TZVPD) of a gas-phase ion, C7H14N (charge +1) in a non-equilibrium geometry.

```
22
C7H14N wB97M-V/def2-TZVPD
C -1.03880 -1.79213 -0.21918
C 0.15265 -2.41693 0.37369
C 0.59922 0.09728 0.39134
C 0.11191 1.58431 -1.27850
C -0.29949 -0.98163 0.75077
C 0.84729 2.89179 -1.24574
C -0.96658 -0.76259 2.05609
N 0.83509 0.39021 -1.02684
H -1.16028 -1.48930 -1.24821
H -2.04178 -1.99253 0.16230
H -0.15525 -2.94267 1.31693
H 1.04412 -2.39650 -0.20837
H 1.12424 0.58019 1.12662
H -0.95624 1.52108 -1.32945
H 1.36007 3.31648 -2.20621
H 1.65471 2.72799 -0.56921
H 0.10041 3.59586 -0.85351
H -0.21780 -0.49161 2.74156
H -1.54641 -1.65978 2.25221
H -1.64525 0.13667 1.93208
H 1.79421 0.48683 -1.37303
H 0.40397 -0.40302 -1.54532
```

Output
energy relative to the best compared isomer or geometry (same formula, charge and spin)	106.1	kcal/mol
charge	+1


Entry 6:
The following is a DFT calculation (wB97M-V/def2-TZVPD) of a molecular structure, C22H25INOY in a non-equilibrium geometry.

```
51
C22H25INOY wB97M-V/def2-TZVPD
C 0.07313 -3.72952 -0.22930
C -0.69646 -2.77117 0.45044
C -1.01525 -1.69999 -0.48526
H -1.04314 -2.76106 1.45920
C -0.47069 -2.03060 -1.75336
C 0.20489 -3.31131 -1.61910
H -0.62232 -1.47035 -2.66507
C 2.94406 -2.13784 1.99223
C 1.58302 -2.40246 2.31600
C 0.90076 -1.17771 2.49391
H 1.17395 -3.39553 2.48311
C 1.88559 -0.10870 2.40461
C 3.14271 -0.73261 2.05241
H -1.69573 -0.86522 -0.29433
H 0.76997 -3.81101 -2.43272
H 0.51317 -4.63603 0.18982
H 4.05189 -0.17144 1.83382
H -0.14981 -1.02802 2.72950
H 3.72361 -2.86382 1.78859
Y 1.71882 -1.50268 -0.53724
C 1.51250 1.31400 1.85277
C 2.69758 2.29807 1.78623
C 0.19594 1.87482 2.50377
H 3.26498 2.40761 2.73815
H 2.39546 3.30402 1.41910
H 3.34453 1.86857 1.00503
H 0.21284 2.01787 3.61328
H -0.65524 1.17555 2.36453
H -0.14417 2.87333 2.14057
C 1.32559 0.79639 0.31339
C 1.18794 1.23364 -1.14317
H 0.30995 0.30750 0.41706
H 2.36045 0.25716 0.13654
O 1.67945 0.24302 -2.01364
N 0.21909 2.18246 -1.49855
C -0.77738 1.81430 -2.53953
H 0.62903 3.08335 -1.72342
C -2.10716 1.51509 -1.91753
C -2.93715 0.69546 -2.67722
H -2.58633 0.30652 -3.64184
C -4.20591 0.32694 -2.20464
H -4.87372 -0.31725 -2.82021
C -4.62295 0.80426 -0.93374
H -5.63550 0.53797 -0.56418
C -3.76590 1.60840 -0.16114
H -4.10222 1.97506 0.81569
C -2.50518 1.94177 -0.64657
H -1.81401 2.52273 -0.05090
H -0.39701 0.89839 -3.01878
H -0.86098 2.60329 -3.31825
I 3.66330 -1.86322 -2.41005
```

Output
energy relative to the best compared isomer or geometry (same formula, charge and spin)	44.7	kcal/mol
charge	0